a) Computed, not measured: a 6-piece molecular cluster, C2H15NO5 overall, with ωB97M-V/def2-TZVPD.

## Properties
Gap between HOMO and LUMO in eV: 4.641
HOMO energy in eV: -9.609

```
23
C2H15NO5, DFT ωB97M-V/def2-TZVPD
O 2.2242 0.5880 -1.9945
O 0.8182 1.8551 -0.3042
O -1.6810 -1.6934 2.2040
O -1.6622 1.1581 -0.7253
O -1.2147 0.8164 1.6564
N 1.7525 -0.9537 0.3176
C 0.3608 -0.7407 0.1784
C -0.0038 -1.1081 -1.2357
H -1.0852 -1.2158 -1.2908
H 1.4618 1.4512 -0.9523
H -1.4697 1.2168 0.2715
H -0.1952 -1.3653 0.8938
H 0.2457 -0.2884 -1.9053
H -1.2899 -0.7751 2.1951
H 0.0564 2.0698 -0.8601
H -1.5237 1.4137 2.3658
H -2.2189 -1.6795 3.0049
H 3.0204 0.8946 -2.4261
H 0.5147 -1.9993 -1.5976
H -2.5969 0.9414 -0.8077
H 2.1766 -0.4879 1.1195
H 0.0679 0.3801 0.3727
H 2.2422 -0.4780 -0.4800
```

---

b) Computed, not measured: a 5-piece molecular cluster, C2H15NO5 overall, with ωB97M-V/def2-TZVPD.

## Properties
Structure (SMILES): NCCO.O.O.O.O
Gap between HOMO and LUMO in eV: 10.208
HOMO energy in eV: -9.689

```
23
C2H15NO5, DFT ωB97M-V/def2-TZVPD
O -3.0141 1.7026 -1.8610
O -0.2023 -2.5260 1.0324
O 1.1369 -1.4894 3.2928
O 1.8149 0.9049 2.0266
O 2.6676 -0.1574 -1.9574
N -0.2566 -0.2090 -0.3511
C -1.5795 0.1153 -0.9133
C -1.6685 1.5275 -1.4454
H -1.7787 -0.6663 -1.6473
H 3.0530 0.6794 -2.2007
H 2.4495 -0.5302 -2.8212
H -0.0538 0.2538 0.5189
H -1.3966 2.1975 -0.6242
H -0.1157 -1.6886 0.4953
H -1.1472 -2.6524 1.1367
H -0.9483 1.6301 -2.2602
H 2.0192 -1.8114 3.0659
H 1.6925 1.7305 2.5015
H -2.2980 -0.0507 -0.1106
H -3.1753 2.5980 -2.1541
H 0.5253 -0.0164 -0.9664
H 1.6477 0.2477 2.7299
H 0.6280 -1.7896 2.5129
```

---

It is a) that is the least stable of them.